1.
Entry from the OMol25 dataset: C28H35Cl5IrN2O3SSb2 as an isolated structure (wB97M-V/def2-TZVPD).

Computed properties:
E ... -4706.82369 a.u.
HOMO level ... -10.39 eV
Energy above the lowest of the compared OMol25 structures with the same formula, charge and spin ... 0.4141 eV
F_max ... 0.0031 Eh/bohr
LUMO energy ... -2.7 eV

Geometry as ORCA input:
```
! wB97M-V def2-TZVPD RIJCOSX def2/J DEFGRID3
* xyz 1 1
Ir -0.850 0.716 1.164
C 3.509 -3.320 -0.928
Sb 2.201 -1.694 -1.434
C 2.378 -1.938 -3.559
C 3.798 -0.214 -1.334
C 4.008 0.338 0.042
C 4.884 -0.342 0.894
C 5.157 0.100 2.175
C 4.554 1.258 2.643
C 3.681 1.943 1.818
C 3.385 1.500 0.528
C 2.469 2.338 -0.326
Sb 0.522 2.699 0.454
C 0.763 3.970 2.130
C -0.236 4.111 -0.937
H 4.352 -3.347 -1.618
H 2.978 -4.270 -0.970
H 3.881 -3.172 0.086
H 3.427 -2.020 -3.842
H 1.931 -1.083 -4.066
H 1.852 -2.839 -3.873
H 3.579 0.552 -2.075
H 4.692 -0.739 -1.671
H 5.382 -1.230 0.521
H 5.848 -0.450 2.801
H 4.769 1.629 3.637
H 3.235 2.866 2.174
H 2.291 1.899 -1.304
H 2.879 3.340 -0.483
H 1.466 4.766 1.888
H 1.105 3.411 2.997
H -0.212 4.398 2.360
H -0.107 5.100 -0.501
H -1.285 3.939 -1.159
H 0.329 4.042 -1.865
O -0.539 1.251 3.168
N 0.414 0.574 3.713
N 1.043 -0.200 2.950
O 0.777 -0.345 1.639
C 2.096 -1.035 3.469
C 2.690 -0.718 4.680
C 3.694 -1.543 5.158
C 4.095 -2.658 4.431
C 3.483 -2.955 3.223
C 2.472 -2.143 2.731
H 2.376 0.155 5.233
H 4.168 -1.310 6.101
H 4.881 -3.296 4.811
H 3.786 -3.827 2.659
H 1.980 -2.363 1.795
C -5.234 3.429 1.067
C -4.278 3.493 -0.112
S -3.282 2.031 -0.429
O -2.669 1.748 0.961
C -4.516 0.745 -0.746
C -5.174 0.133 0.480
H -5.543 4.442 1.323
H -4.750 2.992 1.939
H -6.130 2.861 0.830
H -3.524 4.269 0.032
H -4.779 3.703 -1.060
H -3.957 -0.005 -1.308
H -5.229 1.204 -1.436
H -4.437 -0.080 1.251
H -5.641 -0.808 0.191
H -5.940 0.774 0.907
Cl -0.142 1.263 -2.517
C -0.988 -0.136 -1.933
C -1.210 -0.277 -0.571
C -1.845 -1.453 -0.200
Cl -2.101 -1.551 1.541
C -2.246 -2.463 -1.051
Cl -3.010 -3.871 -0.448
C -1.999 -2.284 -2.414
Cl -2.459 -3.500 -3.530
C -1.373 -1.115 -2.854
Cl -1.056 -0.906 -4.528
*
```

2.
Entry from the OMol25 dataset: a single C4H12N2S molecule (wB97M-V/def2-TZVPD).

Computed properties:
E ... -667.28527 a.u.
SMILES string ... NCCNCCS
HOMO level ... -8.58 eV
Energy above the lowest of the compared OMol25 structures with the same formula, charge and spin ... 0.2614 eV
F_max ... 0.0106 Eh/bohr
LUMO energy ... 1.0 eV

Geometry as ORCA input:
```
! wB97M-V def2-TZVPD RIJCOSX def2/J DEFGRID3
* xyz 0 1
N 0.374 -0.885 2.408
C -0.824 -1.074 1.591
C -0.430 -1.261 0.128
N 0.377 -0.186 -0.417
C -0.369 0.927 -0.945
C 0.509 1.981 -1.579
S 1.589 1.355 -2.903
H 0.154 -0.919 3.393
H 1.050 -1.610 2.196
H -1.384 -1.973 1.881
H -1.449 -0.192 1.681
H -1.349 -1.361 -0.455
H 0.134 -2.198 0.047
H 1.069 0.089 0.269
H -0.988 1.462 -0.202
H -1.058 0.553 -1.698
H -0.124 2.735 -2.030
H 1.149 2.485 -0.860
H 1.569 0.076 -2.505
*
```

3.
Entry from the OMol25 dataset: a 3-piece molecular cluster, C4H16NO2 overall at a distorted geometry (wB97M-V/def2-TZVPD).

Computed properties:
E ... -366.93239 a.u.
HOMO level ... -14.58 eV
Energy above the lowest of the compared OMol25 structures with the same formula, charge and spin ... 2.6424 eV
F_max ... 0.0895 Eh/bohr
LUMO energy ... -3.0 eV

Geometry as ORCA input:
```
! wB97M-V def2-TZVPD RIJCOSX def2/J DEFGRID3
* xyz 1 1
C -1.093 -1.071 -0.521
C -2.079 -0.130 0.339
C -2.446 -0.841 1.587
C -1.218 1.184 0.622
N -0.284 -0.474 -1.780
H -0.297 -1.395 0.151
H -1.761 -1.924 -0.898
H -3.068 0.228 -0.121
H -1.800 -1.640 1.912
H -2.488 -0.007 2.462
H -3.407 -1.209 1.682
H -0.118 1.097 0.768
H -1.519 1.515 1.639
H -1.545 2.129 -0.045
H -0.109 -1.304 -2.346
H -0.720 0.065 -2.434
H 0.498 0.125 -1.550
H 2.534 1.679 -2.145
H 2.521 1.061 -0.793
O 1.870 1.280 -1.539
H 4.791 -0.155 1.045
H 4.061 -0.181 2.378
O 3.809 -0.233 1.364
*
```

4.
Entry from the OMol25 dataset: C25H16CrN5O5S as an isolated structure (wB97M-V/def2-TZVPD).

Computed properties:
E ... -3055.14057 a.u.
HOMO level (spin up / spin down) ... -4.22 / -4.51 eV
⟨S²⟩ ... 6.01
Energy above the lowest of the compared OMol25 structures with the same formula, charge and spin ... 0.9080 eV
F_max ... 0.0079 Eh/bohr
LUMO energy (spin up / spin down) ... 2.5 / 2.5 eV

Geometry as ORCA input:
```
! wB97M-V def2-TZVPD RIJCOSX def2/J DEFGRID3
* xyz -1 5
Cr -0.009 0.521 0.779
O -3.016 -1.106 3.067
C -2.277 -0.599 2.221
N -1.169 0.132 2.366
C -0.759 0.688 3.588
C -1.488 0.654 4.772
C -1.025 1.340 5.891
C 0.156 2.053 5.830
C 0.906 2.084 4.656
C 0.467 1.393 3.529
N 1.154 1.274 2.306
C 2.464 1.539 2.231
O 3.185 2.186 2.994
C 3.150 0.861 1.056
C 4.499 1.098 0.829
C 5.148 0.343 -0.130
C 4.431 -0.627 -0.816
C 3.080 -0.761 -0.552
N 2.445 -0.027 0.358
C -2.698 -0.665 0.770
C -3.905 -1.259 0.434
C -4.383 -1.126 -0.858
C -3.646 -0.370 -1.758
C -2.437 0.160 -1.346
N -1.943 -0.013 -0.123
H -2.406 0.089 4.807
H -1.601 1.311 6.808
H 0.514 2.594 6.699
H 1.831 2.632 4.610
H 4.995 1.847 1.428
H 6.199 0.501 -0.336
H 4.898 -1.254 -1.563
H 2.470 -1.463 -1.107
H -4.444 -1.778 1.214
H -5.321 -1.580 -1.151
H -3.984 -0.195 -2.769
H -1.848 0.764 -2.019
O -0.254 -1.521 -3.121
C 0.069 -0.360 -2.937
N 0.647 0.149 -1.818
S 1.010 1.696 -1.962
O 0.362 2.406 -0.863
O 2.406 1.986 -2.152
C 0.187 1.967 -3.509
C -0.002 3.121 -4.245
C -0.647 2.992 -5.468
C -1.069 1.746 -5.931
C -0.858 0.597 -5.179
C -0.222 0.729 -3.957
H 0.335 4.083 -3.881
H -0.825 3.872 -6.073
H -1.567 1.678 -6.890
H -1.178 -0.380 -5.517
*
```

5.
Entry from the OMol25 dataset: C43H43N4P2RhSi as an isolated structure at a distorted geometry (wB97M-V/def2-TZVPD).

Computed properties:
E ... -2965.68369 a.u.
HOMO level (spin up / spin down) ... -13.74 / -13.74 eV
Energy above the lowest of the compared OMol25 structures with the same formula, charge and spin ... 1.5603 eV
F_max ... 0.0521 Eh/bohr
LUMO energy (spin up / spin down) ... -7.5 / -7.5 eV

Geometry as ORCA input:
```
! wB97M-V def2-TZVPD RIJCOSX def2/J DEFGRID3
* xyz 2 1
Rh 0.178 0.272 0.164
C 2.941 -0.905 2.695
Si 1.593 -1.184 1.399
C 0.206 -2.167 2.320
C 0.594 -3.305 3.021
C -0.297 -3.959 3.861
C -1.580 -3.460 4.032
C -1.979 -2.330 3.340
C -1.103 -1.704 2.452
P -1.622 -0.186 1.595
C -2.159 0.865 2.972
C -3.216 1.765 2.810
C -3.575 2.597 3.859
C -2.881 2.547 5.060
C -1.820 1.663 5.221
C -1.456 0.828 4.181
C -3.149 -0.318 0.632
C -4.279 -1.006 1.057
C -5.470 -0.851 0.364
C -5.539 -0.010 -0.739
C -4.411 0.670 -1.171
C -3.217 0.514 -0.487
C 2.249 -2.322 0.019
C 3.396 -3.074 0.259
C 3.978 -3.828 -0.749
C 3.407 -3.839 -2.011
C 2.267 -3.094 -2.269
C 1.673 -2.339 -1.257
P 0.144 -1.382 -1.594
C 0.105 -1.284 -3.409
C -0.452 -2.302 -4.183
C -0.280 -2.286 -5.557
C 0.442 -1.268 -6.166
C 0.969 -0.238 -5.401
C 0.800 -0.243 -4.027
C -1.189 -2.579 -1.228
C -0.985 -3.655 -0.370
C -2.000 -4.577 -0.153
C -3.221 -4.432 -0.792
C -3.425 -3.371 -1.665
C -2.420 -2.443 -1.874
H 3.201 -1.853 3.166
H 2.602 -0.230 3.483
H 3.844 -0.482 2.250
H 1.602 -3.691 2.919
H 0.023 -4.839 4.404
H -2.267 -3.940 4.717
H -2.960 -1.910 3.522
H -3.769 1.801 1.880
H -4.407 3.277 3.737
H -3.170 3.199 5.874
H -1.287 1.618 6.161
H -0.639 0.128 4.307
H -4.242 -1.657 1.918
H -6.354 -1.378 0.700
H -6.478 0.117 -1.261
H -4.462 1.322 -2.034
H -2.324 1.044 -0.815
H 3.861 -3.066 1.238
H 4.879 -4.393 -0.552
H 3.851 -4.426 -2.804
H 1.844 -3.106 -3.263
H -0.992 -3.117 -3.725
H -0.702 -3.083 -6.155
H 0.601 -1.283 -7.236
H 1.519 0.563 -5.876
H 1.218 0.556 -3.425
H -0.024 -3.797 0.105
H -1.823 -5.421 0.500
H -4.006 -5.158 -0.630
H -4.367 -3.270 -2.186
H -2.581 -1.629 -2.569
C 0.792 2.343 2.374
N 0.738 2.416 0.874
C 2.059 2.956 0.423
N 2.325 4.237 1.031
C 2.351 4.113 2.490
N 1.057 3.624 2.973
C 0.004 4.564 2.582
N -0.037 4.699 1.124
C -0.308 3.420 0.513
C 1.268 5.185 0.662
H 1.590 1.649 2.652
H -0.162 1.979 2.747
H 2.045 3.074 -0.662
H 2.846 2.246 0.692
H 2.562 5.088 2.927
H 3.134 3.416 2.794
H 0.212 5.538 3.024
H -0.960 4.205 2.949
H -0.321 3.546 -0.572
H -1.283 3.050 0.845
H 1.475 6.146 1.131
H 1.248 5.315 -0.421
*
```

6.
Entry from the OMol25 dataset: a 18-piece molecular cluster, C60H155NO18 overall at a distorted geometry (wB97M-V/def2-TZVPD).

Computed properties:
E ... -3787.96309 a.u.
HOMO level ... -8.08 eV
F_max ... 0.0859 Eh/bohr
LUMO energy ... 0.5 eV

Geometry as ORCA input:
```
! wB97M-V def2-TZVPD RIJCOSX def2/J DEFGRID3
* xyz 0 1
C 4.407 2.206 2.762
C 3.002 2.352 2.156
C 2.120 1.054 2.255
C 1.561 0.789 3.667
C 0.760 2.064 4.036
C 1.478 3.457 4.026
N 2.264 3.467 2.739
O 2.775 4.727 2.496
C 0.395 4.533 3.974
C 2.342 3.600 5.262
C 3.079 2.535 0.630
H 4.345 2.224 3.850
H 5.114 3.005 2.540
H 4.861 1.283 2.401
H 1.316 1.052 1.520
H 2.737 0.185 2.025
H 2.427 0.614 4.305
H 0.918 -0.088 3.740
H 0.378 2.004 5.055
H -0.096 2.156 3.368
H -0.231 4.469 4.864
H 0.756 5.559 3.904
H -0.256 4.374 3.115
H 2.942 2.711 5.459
H 3.014 4.452 5.166
H 1.699 3.812 6.116
H 3.496 3.516 0.402
H 2.139 2.491 0.080
H 3.605 1.729 0.120
H 3.645 4.610 2.885
C 7.263 0.763 -1.519
C 6.499 -0.236 -2.432
C 7.119 -0.386 -3.824
O 6.566 -1.461 -1.746
H 6.796 0.714 -0.535
H 7.152 1.789 -1.872
H 8.329 0.556 -1.427
H 5.516 0.237 -2.424
H 8.186 -0.609 -3.834
H 6.944 0.485 -4.456
H 6.571 -1.198 -4.301
H 6.495 -2.112 -2.448
C 2.434 6.102 -0.568
C 1.022 5.516 -0.401
C 0.072 6.470 0.345
O 0.457 5.361 -1.667
H 2.455 7.083 -1.043
H 3.028 5.494 -1.251
H 2.803 6.276 0.443
H 1.094 4.550 0.099
H -0.885 5.998 0.566
H -0.153 7.330 -0.285
H 0.448 6.739 1.333
H 1.069 4.772 -2.114
C -1.595 7.288 -3.979
C -2.661 6.754 -2.959
C -4.127 6.806 -3.374
O -2.378 5.382 -2.760
H -0.532 7.133 -3.796
H -1.713 8.367 -4.082
H -1.839 6.848 -4.946
H -2.495 7.352 -2.063
H -4.389 7.850 -3.542
H -4.703 6.425 -2.531
H -4.442 6.275 -4.273
H -1.659 5.269 -2.134
C -3.237 3.845 2.425
C -4.325 3.941 1.271
C -3.754 4.230 -0.096
O -4.971 2.706 1.238
H -3.674 3.741 3.418
H -2.600 4.719 2.295
H -2.625 2.965 2.226
H -4.986 4.755 1.568
H -4.436 4.126 -0.940
H -2.995 3.491 -0.353
H -3.282 5.210 -0.155
H -4.823 2.288 0.386
C -3.684 1.438 -2.924
C -4.709 0.493 -2.328
C -4.088 -0.870 -2.003
O -5.235 1.030 -1.094
H -4.108 2.419 -3.142
H -3.239 1.057 -3.844
H -2.847 1.585 -2.242
H -5.536 0.289 -3.008
H -4.790 -1.574 -1.557
H -3.190 -0.825 -1.387
H -3.831 -1.363 -2.941
H -6.194 1.003 -1.076
C -5.335 -0.808 2.420
C -4.612 -0.034 3.507
C -3.051 0.178 3.216
O -5.289 1.190 3.500
H -6.372 -0.875 2.749
H -5.051 -1.859 2.387
H -5.324 -0.288 1.462
H -4.780 -0.595 4.426
H -2.503 -0.763 3.165
H -2.509 0.752 3.968
H -2.890 0.571 2.213
H -5.065 1.835 2.826
C 0.108 -2.772 3.382
C -0.576 -3.778 4.230
C -1.778 -4.412 3.539
O 0.319 -4.852 4.388
H 1.069 -2.418 3.754
H -0.514 -1.887 3.250
H 0.250 -3.212 2.395
H -0.846 -3.379 5.208
H -1.387 -4.690 2.561
H -2.644 -3.759 3.432
H -2.069 -5.363 3.987
H 1.116 -4.589 4.854
C 3.695 -2.230 -3.574
C 3.360 -3.419 -2.685
C 1.880 -3.526 -2.229
O 3.589 -4.547 -3.387
H 2.851 -2.059 -4.243
H 4.630 -2.325 -4.126
H 3.771 -1.291 -3.025
H 4.001 -3.575 -1.817
H 1.182 -3.372 -3.053
H 1.773 -2.648 -1.592
H 1.604 -4.468 -1.757
H 3.266 -5.317 -2.914
C 6.507 -2.289 1.582
C 5.010 -2.320 1.613
C 4.434 -2.309 3.020
O 4.555 -1.170 0.924
H 6.760 -1.350 2.074
H 6.926 -2.273 0.576
H 6.931 -3.125 2.139
H 4.603 -3.147 1.031
H 3.349 -2.313 3.124
H 4.787 -1.475 3.626
H 4.771 -3.235 3.487
H 4.948 -1.179 0.048
C -0.363 -0.956 6.609
C 0.983 -0.597 7.233
C 0.894 -0.395 8.809
O 1.925 -1.631 6.928
H -0.710 -1.938 6.932
H -0.289 -1.156 5.540
H -1.153 -0.262 6.897
H 1.420 0.304 6.802
H 0.170 0.406 8.961
H 1.909 -0.116 9.094
H 0.496 -1.291 9.283
H 2.623 -1.457 7.563
C 2.322 3.425 -4.526
C 1.737 2.200 -3.948
C 2.814 1.253 -3.269
O 0.819 2.530 -3.002
H 2.885 3.939 -3.747
H 1.509 4.022 -4.938
H 3.048 3.162 -5.295
H 1.206 1.706 -4.762
H 3.512 0.762 -3.947
H 2.418 0.556 -2.530
H 3.394 1.859 -2.574
H 0.088 2.965 -3.446
C 0.060 -1.594 -5.170
C -1.349 -1.860 -4.698
C -2.036 -3.025 -5.450
O -1.398 -2.042 -3.300
H 0.722 -2.454 -5.062
H 0.582 -0.776 -4.672
H 0.131 -1.395 -6.239
H -1.946 -0.978 -4.934
H -3.097 -3.158 -5.240
H -1.505 -3.927 -5.146
H -1.910 -3.028 -6.532
H -1.123 -1.246 -2.840
C 4.058 -8.137 2.774
C 2.773 -7.458 2.138
C 2.928 -5.919 1.840
O 2.443 -8.102 0.967
H 4.901 -7.836 2.153
H 4.015 -9.214 2.936
H 4.269 -7.775 3.780
H 1.944 -7.646 2.819
H 3.095 -5.412 2.791
H 1.975 -5.654 1.380
H 3.765 -5.731 1.169
H 2.151 -8.980 1.224
C -0.832 1.361 -0.175
C 0.046 0.194 -0.706
C -0.337 -1.137 -0.016
O -0.397 0.111 -2.030
H -0.471 1.665 0.807
H -1.909 1.202 -0.115
H -0.784 2.173 -0.901
H 1.112 0.417 -0.652
H 0.338 -1.924 -0.351
H -1.353 -1.517 -0.123
H 0.022 -1.071 1.011
H -0.256 0.936 -2.500
C -5.286 -5.731 1.590
C -6.533 -4.915 1.328
C -6.419 -4.007 0.135
O -7.611 -5.785 0.996
H -5.486 -6.579 2.245
H -4.642 -5.086 2.189
H -4.788 -6.028 0.667
H -6.714 -4.403 2.273
H -5.528 -3.387 0.233
H -7.229 -3.288 0.012
H -6.427 -4.661 -0.737
H -7.855 -6.159 1.845
C -1.933 -4.519 -0.496
C -2.100 -5.412 -1.737
C -3.447 -5.157 -2.400
O -1.065 -5.127 -2.711
H -2.058 -3.451 -0.678
H -0.964 -4.665 -0.020
H -2.644 -4.788 0.286
H -1.957 -6.479 -1.564
H -3.560 -4.124 -2.727
H -4.270 -5.414 -1.733
H -3.656 -5.733 -3.302
H -1.061 -4.176 -2.841
C -1.517 2.112 -6.687
C -1.664 3.395 -5.954
C -3.046 3.920 -6.108
O -1.365 3.157 -4.629
H -1.987 1.248 -6.216
H -0.456 1.869 -6.746
H -1.934 2.116 -7.694
H -0.987 4.114 -6.416
H -3.133 4.877 -5.593
H -3.726 3.201 -5.652
H -3.337 4.094 -7.144
H -1.928 3.759 -4.136
*
```